Computed, not measured: a cluster of 4 separate species, C34H39IO18S in total, with ωB97M-V/def2-TZVPD.

As for the structure (SMILES): CCCCCCC[C@H]1OS(=O)(=O)C[C@H](CC(=O)I)[C@H]1CCOC=O.O=C1C=C(O)C(=O)C=C1O.O=C1C=C(O)C(=O)C=C1O.O=C1C=C(O)C(=O)C=C1O. The LUMO energy comes out at -1.6119 eV. The value obtained for the orbital gap is 7.99 eV. The HOMO energy comes out at -0.353 hartree. For the total energy, the calculation gives -3369.170245 Ha. The maximum force comes out at 0.83 eV/Å.

Geometry as XYZ:
```
93
Properties=species:S:1:pos:R:3:mulliken_charge:R:1
C 1.73195 1.48480 -0.05904 -0.80
C 1.94624 0.09928 -0.66549 -0.42
C 0.65294 -0.44484 -1.25538 -0.31
C -0.25385 -1.10914 -0.18707 -1.24
C -1.49764 -0.27271 0.15911 0.31
C -2.68177 -0.56131 -0.76266 -1.37
C -4.03520 -0.01876 -0.25325 -0.10
C -4.94422 -1.12703 0.27028 -0.87
O -4.33948 -1.83999 1.38074 -0.56
S -4.28822 -1.15697 2.80501 1.35
O -3.91260 -2.18697 3.71955 -0.74
O -3.52816 0.05572 2.75001 -0.41
C -5.97258 -0.72324 3.06707 -1.20
C -6.63044 -0.00342 1.87372 0.44
C -8.14253 0.05901 2.15779 -1.04
C -8.42956 0.73357 3.46747 -0.16
O -7.94115 1.73840 3.84670 -0.42
I -9.84290 -0.31365 4.74507 -0.01
C -6.39970 -0.76510 0.56602 0.51
C -7.03620 -0.10432 -0.68164 -1.62
C -6.94617 1.41685 -0.78226 -0.78
O -8.24248 1.96472 -0.47994 -0.38
C -8.25798 3.08592 0.26632 0.16
O -9.07325 3.27296 1.11592 -0.44
H 1.57515 2.20944 -0.85947 0.30
H 0.83909 1.46475 0.56844 -0.09
H 2.57434 1.81866 0.54473 0.45
H 2.37092 -0.59245 0.06429 0.43
H 2.68803 0.17932 -1.46443 0.08
H 0.88234 -1.17628 -2.03139 0.05
H 0.08484 0.36699 -1.71748 0.31
H 0.32000 -1.24350 0.73138 0.45
H -0.56509 -2.09529 -0.53518 0.58
H -1.80167 -0.50619 1.17666 0.08
H -1.24528 0.78562 0.08378 0.12
H -2.49296 -0.15164 -1.75810 0.38
H -2.75262 -1.64442 -0.90010 0.47
H -3.87538 0.74678 0.50501 0.39
H -4.54047 0.44251 -1.10194 0.31
H -4.98501 -1.87172 -0.52771 0.55
H -5.94980 -0.05000 3.92205 0.59
H -6.50553 -1.63682 3.32864 0.34
H -6.23803 1.01407 1.85802 0.14
H -8.68825 0.60026 1.38374 0.43
H -8.54325 -0.95445 2.18381 0.82
H -6.92933 -1.71607 0.69364 0.48
H -8.08842 -0.38033 -0.70534 0.57
H -6.54663 -0.53070 -1.55676 0.46
H -6.67739 1.70094 -1.80211 0.41
H -6.17630 1.83780 -0.13668 0.61
H -7.49711 3.83445 0.00789 0.42
C 1.17903 4.64396 3.60420 -1.09
C 0.54550 4.15774 4.68072 0.34
C -0.69836 3.30806 4.56883 1.09
O -1.18305 2.90647 5.60943 -0.65
C -1.23332 3.02781 3.25045 -1.11
C -0.60181 3.51874 2.17588 0.24
C 0.65356 4.35152 2.28675 1.12
O 1.15521 4.72265 1.24153 -0.65
O -1.00569 3.32083 0.92784 -0.56
O 0.94297 4.36770 5.92587 -0.57
H 2.07172 5.24883 3.67523 0.43
H -2.12730 2.42330 3.17938 0.62
H -0.35082 3.77456 0.36075 0.38
H 0.30523 3.89533 6.49660 0.38
C 4.96923 -1.48293 -3.89830 -0.98
C 5.80328 -2.41054 -4.38729 0.13
C 5.34757 -3.47252 -5.35803 1.01
O 6.19062 -4.25556 -5.75246 -0.63
C 3.95349 -3.49763 -5.75451 -0.99
C 3.11820 -2.57213 -5.26347 0.34
C 3.58019 -1.49749 -4.31028 1.12
O 2.74302 -0.69778 -3.93498 -0.61
O 1.82912 -2.50931 -5.56181 -0.59
O 7.08816 -2.48325 -4.07213 -0.46
H 5.28757 -0.71765 -3.20405 0.48
H 3.63244 -4.26944 -6.43932 0.44
H 1.47480 -1.74219 -5.07082 0.37
H 7.45278 -3.24419 -4.56688 0.36
C 11.31122 -1.88759 0.40514 -1.04
C 10.60700 -0.75280 0.29106 0.32
C 9.57698 -0.55264 -0.79440 1.11
O 8.97932 0.50748 -0.79924 -0.64
C 9.36398 -1.61809 -1.75292 -0.93
C 10.07000 -2.75017 -1.64006 0.30
C 11.08368 -2.96028 -0.54304 0.93
O 11.65957 -4.03223 -0.52215 -0.63
O 9.94714 -3.77918 -2.46852 -0.55
O 10.74172 0.28218 1.10610 -0.56
H 12.04856 -2.04094 1.18009 0.42
H 8.63602 -1.46463 -2.53619 0.54
H 10.57179 -4.45941 -2.14902 0.37
H 10.10847 0.95793 0.79451 0.38
```